# C9H21BNO2PPbS2

A molecular structure, C9H21BNO2PPbS2 (wB97M-V/def2-TZVPD, the OMol25 dataset).

```
38
Properties=species:S:1:pos:R:3:forces:R:3
C 5.492 -0.577 0.972 0.6337 0.1891 -0.6275
C 4.733 -0.498 -0.409 1.0581 -0.1998 0.3780
N 3.359 0.019 -0.373 -1.4262 -1.3402 1.2064
C 3.209 1.358 0.201 -0.0994 2.4012 -1.2887
C 3.577 2.428 -0.921 0.1720 -0.7368 -0.2012
C 2.393 -0.912 0.038 -0.0473 -0.5877 0.7835
S 2.567 -2.207 1.050 0.1439 0.7774 -0.9462
S 0.724 -0.648 -0.721 0.2672 0.2536 -0.0706
C -0.388 -1.940 -0.054 -0.7411 -0.2234 0.7349
C -1.682 -2.120 -0.938 -0.0715 0.8487 -0.0084
C -2.975 -1.690 -0.134 0.4563 -0.6656 0.1627
P -3.221 0.180 -0.254 -1.7114 -2.9371 -3.6416
C -5.034 0.608 -0.555 0.5184 0.6824 0.5485
B -5.697 1.282 0.776 -1.9725 0.0900 0.1036
O -4.980 1.435 2.024 -0.0689 -0.0003 -1.8986
O -7.014 1.722 0.757 2.6425 -0.4825 -0.0920
H 4.883 -0.283 1.850 0.2840 -0.4216 -0.5508
H 6.379 0.100 0.932 -0.7002 -0.4319 0.1450
H 5.900 -1.606 1.074 -0.4687 0.7219 0.2846
H 5.317 0.157 -1.093 -0.5698 -0.3908 0.3481
H 4.719 -1.514 -0.852 -0.2015 0.7250 0.1273
H 3.861 1.579 1.072 -0.3197 -0.7657 -0.3398
H 2.166 1.584 0.522 0.6580 -0.6911 -0.2380
H 2.800 3.209 -1.032 0.6048 -0.3073 0.2283
H 3.643 1.887 -1.896 -0.1601 0.4526 0.6968
H 4.583 2.869 -0.755 -0.7728 -0.0396 0.0134
H 0.095 -2.925 0.124 0.0629 0.8567 -0.3154
H -0.747 -1.600 0.953 0.5259 -0.3661 -0.5558
H -1.667 -1.471 -1.846 0.3018 -0.7138 0.4292
H -1.791 -3.170 -1.287 0.0118 0.7100 0.3755
H -3.872 -2.248 -0.498 0.4273 0.8472 0.1519
H -2.843 -1.956 0.939 -0.2275 0.1571 -0.6538
H -2.468 0.528 -1.427 -0.4123 0.0015 0.5283
H -5.620 -0.270 -0.912 0.5249 0.4059 0.3705
H -5.078 1.361 -1.385 0.1418 -0.5237 0.6044
H -5.508 1.990 2.626 0.0932 -0.1475 0.2028
H -7.304 1.770 -0.164 -0.6125 -0.0019 0.1443
Pb -2.511 1.566 1.595 1.0549 1.8542 2.8602
```
Positions in Å, forces in eV/Å.

The spin multiplicity is 1. The value obtained for the maximum force is 4.98 eV/Å. Its orbital gap is 0.1173 hartree. The total charge is +2. As for the highest occupied orbital energy: -13.27 eV. The calculation puts the total energy at -1915.59818 Ha.

Löwdin atomic charge list, values in e, 6 entries: atom 1 (C): -0.10, atom 2 (C): -0.23, atom 3 (N): -0.24, atom 4 (C): -0.23, atom 5 (C): -0.07, atom 6 (C): -1.01

# C9H16NO

2 unconnected molecules or ions with the total composition C9H16NO (wB97M-V/def2-TZVPD, the OMol25 dataset).

```
27
Properties=species:S:1:pos:R:3:forces:R:3
C -3.647 0.661 0.734 0.4590 0.8171 0.1987
C -3.412 0.778 -0.741 0.2911 -1.0924 -1.3027
N -2.411 1.217 1.457 0.2708 -1.4572 1.1505
H -4.506 1.269 1.096 0.5956 -0.4688 -0.2794
H -3.746 -0.367 1.122 -0.1070 0.4181 -0.5576
H -2.595 0.174 -1.115 0.6104 -0.7841 0.6728
H -3.046 1.723 -1.152 -1.1159 0.4694 0.4215
H -2.519 2.160 1.815 0.0880 0.3261 -0.3033
H -2.357 0.626 2.290 0.1681 0.3336 0.3337
H -1.437 1.073 1.072 -0.7456 0.4991 -0.2388
H -4.216 0.284 -1.299 -0.3029 0.9034 0.0602
C 2.374 -2.702 -1.812 1.1441 -0.6911 -0.3482
C 1.127 0.711 0.490 -1.4327 -0.3414 0.2129
C 1.988 -0.241 1.063 -0.0473 0.4772 -0.8932
C 0.697 0.554 -0.812 -0.9019 -0.3232 0.5330
C 2.146 -1.422 0.371 2.1465 0.0868 -1.4275
C 1.119 -0.522 -1.576 0.7969 -0.9111 -0.6663
C 1.787 -1.608 -1.002 -0.5828 1.7310 0.5579
O 0.446 1.635 1.327 0.3096 0.0989 -0.2600
H 2.748 0.021 1.788 -0.6841 -0.1093 0.7632
H 0.336 2.482 0.874 0.3914 -0.0779 -0.0417
H -0.175 1.037 -1.264 0.5984 0.8937 0.3621
H 3.036 -1.998 0.657 -0.7753 -0.4001 0.3592
H 1.000 -0.381 -2.658 -0.2634 -0.7544 0.3485
H 2.642 -3.589 -1.199 -0.8160 0.2778 -0.5451
H 3.379 -2.377 -2.118 -0.0759 0.2046 -0.0769
H 1.869 -2.916 -2.779 -0.0189 -0.1258 0.9666
```
Positions in Å, forces in eV/Å.

The spin multiplicity is 1. The energy above the lowest of the compared OMol25 structures with the same formula, charge and spin comes out at 153.8 kJ/mol. The value obtained for the maximum force is 2.58 eV/Å. Its orbital gap is 0.3075 hartree. The total charge is +1. As for the highest occupied orbital energy: -11.67 eV. The calculation puts the total energy at -482.23425 Ha.

Löwdin atomic charge list, values in e, 6 entries: atom 1 (C): -0.16, atom 2 (C): -0.09, atom 3 (N): 0.17, atom 4 (H): 0.14, atom 5 (H): 0.14, atom 6 (H): 0.07

# C31H74O8P3S

4 unconnected molecules or ions with the total composition C31H74O8P3S (wB97M-V/def2-TZVPD, the OMol25 dataset).

```
117
Properties=species:S:1:pos:R:3:forces:R:3
C 6.648 -1.573 1.399 -0.1075 0.1334 -0.2032
C 7.321 -1.053 0.143 0.3129 0.3510 0.7275
O 6.674 0.163 -0.268 -0.3019 -0.7814 -0.1016
P 5.803 0.053 -1.615 0.0914 1.3450 -0.7341
O 6.655 0.151 -2.816 0.1047 -0.4675 -0.1646
C 4.618 1.362 -1.440 -0.0835 0.1631 0.9632
C 3.972 1.393 -0.036 -0.3974 -0.5437 -0.4417
P 2.121 1.838 -0.069 0.8771 0.6709 0.2173
P 1.798 1.494 2.177 -0.6721 -0.9581 0.2574
C 3.397 1.068 3.004 0.1992 0.4147 0.1603
C 1.437 3.173 2.827 0.1969 0.1231 -0.3047
O 1.744 0.156 -0.423 0.0210 0.2629 -0.5062
C 0.502 0.112 -1.089 0.4229 -0.0090 0.4290
C -0.365 1.008 -0.219 -0.4046 -0.6538 -0.0574
C -1.783 1.260 -0.700 -0.0698 0.0746 -0.1351
C -2.605 -0.038 -0.821 -0.0571 0.2768 0.0693
C -3.608 -0.173 0.333 0.1318 -0.3844 -0.6143
S -4.918 -1.320 -0.044 0.2102 -1.6947 0.3686
O -5.312 -2.049 1.133 -0.2256 0.5994 0.4193
O -4.579 -2.157 -1.152 0.2111 0.6113 -0.4846
O -6.151 -0.393 -0.446 0.1660 0.3160 -0.2227
O 0.369 2.178 -0.090 -0.0908 0.2265 0.3665
O 4.946 -1.292 -1.540 0.3533 -0.1486 0.1772
C 5.341 -2.422 -2.329 -0.0418 -0.5126 0.1682
C 5.121 -3.686 -1.507 -0.3489 0.4519 0.2016
H 5.656 -1.957 1.169 -0.0784 -0.0272 0.0394
H 6.540 -0.739 2.090 -0.0357 -0.0154 0.1163
H 7.240 -2.351 1.877 0.0493 -0.1066 -0.0225
H 7.344 -1.793 -0.653 -0.0197 -0.0306 -0.1397
H 8.351 -0.784 0.379 0.0951 0.0075 -0.1362
H 5.156 2.293 -1.620 0.0423 0.0510 -0.2094
H 3.855 1.258 -2.210 0.0075 -0.1128 -0.1511
H 4.530 2.046 0.630 -0.0023 0.1056 0.0172
H 4.017 0.384 0.376 0.0067 0.0020 0.1222
H 2.139 2.147 -1.476 0.0585 -0.1448 -0.0801
H 2.417 3.228 0.259 -0.3455 0.0083 -0.1633
H 4.169 1.840 2.927 0.0399 0.0123 -0.0634
H 3.209 0.897 4.065 -0.0398 -0.0002 0.0611
H 3.797 0.143 2.594 -0.0226 -0.0884 -0.0906
H 2.155 3.941 2.521 0.1016 -0.0043 0.0663
H 1.344 3.148 3.911 0.0471 0.0327 0.1060
H 0.472 3.444 2.400 -0.0746 0.0680 0.0156
H 0.192 -0.931 -1.143 -0.1703 -0.0370 -0.0756
H 0.581 0.542 -2.097 -0.0586 -0.0786 -0.1637
H -0.454 0.461 0.737 0.0712 0.1864 0.1745
H -2.275 1.922 0.016 0.0838 0.1532 0.0273
H -1.782 1.798 -1.650 0.1368 -0.0339 -0.0861
H -3.115 -0.082 -1.779 -0.1352 0.0479 -0.0300
H -1.958 -0.911 -0.787 0.0708 -0.0486 -0.0859
H -3.121 -0.655 1.177 -0.0856 0.2366 0.2867
H -4.062 0.773 0.609 -0.0722 0.0247 0.1644
H -6.880 -0.675 0.118 -0.2570 -0.0004 0.1523
H 4.737 -2.450 -3.232 -0.1011 0.1592 -0.0588
H 6.384 -2.333 -2.624 0.0442 0.1346 -0.1693
H 4.854 -4.531 -2.136 0.2131 -0.1377 -0.0789
H 4.280 -3.503 -0.838 -0.0796 -0.0721 -0.0138
H 5.981 -3.916 -0.883 0.0974 -0.1352 -0.0218
C -5.599 0.653 3.217 0.0412 0.0909 0.0925
C -6.493 0.640 4.453 0.0348 -0.0495 -0.0513
C -7.647 -0.356 4.344 -0.0178 0.0036 0.0522
C -8.622 -0.083 3.199 0.0070 -0.0171 -0.0089
C -9.275 1.298 3.222 -0.0679 -0.0345 0.0114
C -10.126 1.547 4.464 0.0414 0.0658 -0.0523
H -6.150 0.972 2.328 0.0145 -0.0007 -0.0121
H -4.764 1.343 3.347 0.0046 -0.0004 -0.0131
H -5.193 -0.340 3.024 -0.0316 -0.0001 -0.0343
H -6.875 1.647 4.645 -0.0275 -0.0068 0.0151
H -5.889 0.374 5.324 0.0039 0.0165 0.0113
H -8.192 -0.375 5.293 -0.0239 0.0032 -0.0143
H -7.236 -1.361 4.213 0.0234 0.0036 -0.0094
H -9.406 -0.847 3.221 -0.0146 0.0063 -0.0114
H -8.104 -0.214 2.244 0.0150 -0.0087 0.0097
H -9.906 1.398 2.335 0.0120 0.0238 -0.0101
H -8.511 2.076 3.141 0.0154 -0.0078 -0.0107
H -10.913 0.795 4.553 0.0096 -0.0213 0.0235
H -10.604 2.526 4.417 -0.0165 -0.0041 0.0142
H -9.527 1.518 5.375 -0.0028 -0.0168 0.0083
C -7.003 -7.162 -5.085 -0.0206 0.0322 0.0848
C -7.837 -5.926 -4.760 -0.0306 -0.0658 -0.0679
C -7.656 -4.789 -5.764 -0.0112 0.0350 -0.0031
C -6.235 -4.232 -5.854 0.0202 -0.0392 -0.0009
C -5.664 -3.711 -4.536 -0.0221 0.0818 -0.0571
C -6.452 -2.547 -3.944 -0.0013 -0.0112 0.0642
H -5.934 -6.946 -5.054 0.0069 0.0001 -0.0148
H -7.194 -7.960 -4.366 0.0050 -0.0176 -0.0136
H -7.242 -7.543 -6.080 0.0214 0.0078 -0.0178
H -7.598 -5.578 -3.752 0.0045 0.0218 0.0008
H -8.893 -6.207 -4.743 -0.0049 0.0058 0.0267
H -8.348 -3.981 -5.510 0.0128 0.0105 0.0034
H -7.957 -5.141 -6.756 -0.0060 -0.0172 0.0052
H -6.228 -3.421 -6.590 0.0073 0.0147 0.0079
H -5.567 -5.002 -6.252 -0.0111 -0.0066 -0.0056
H -4.635 -3.388 -4.709 0.0192 -0.0205 0.0329
H -5.607 -4.520 -3.803 0.0216 -0.0107 -0.0013
H -6.499 -1.711 -4.646 -0.0395 -0.0224 -0.0314
H -5.979 -2.193 -3.030 -0.0048 -0.0007 -0.0310
H -7.475 -2.838 -3.694 -0.0110 0.0081 -0.0367
C 11.426 4.146 0.906 -0.0417 0.0882 -0.0281
C 10.285 4.778 1.698 0.0852 -0.0384 0.0553
C 9.317 3.756 2.291 -0.0587 0.0141 0.0056
C 8.588 2.890 1.262 0.0791 -0.0433 0.0061
C 7.775 3.659 0.225 -0.1316 -0.0183 0.0468
C 6.640 4.480 0.831 0.0657 0.0219 -0.0736
H 11.057 3.591 0.043 -0.0002 -0.0189 0.0054
H 12.113 4.909 0.536 0.0192 -0.0146 0.0012
H 11.997 3.456 1.531 -0.0081 -0.0281 -0.0068
H 9.743 5.481 1.060 -0.0235 -0.0055 -0.0013
H 10.707 5.371 2.515 -0.0092 0.0256 -0.0102
H 8.584 4.281 2.910 -0.0108 -0.0040 -0.0085
H 9.869 3.099 2.972 0.0166 0.0088 -0.0003
H 7.919 2.206 1.794 -0.0279 -0.0036 -0.0262
H 9.312 2.254 0.743 -0.0068 -0.0081 -0.0001
H 7.355 2.932 -0.473 0.0016 -0.0076 -0.0458
H 8.424 4.313 -0.366 0.0346 -0.0290 0.0063
H 5.961 3.843 1.402 -0.0011 0.0057 0.0233
H 6.054 4.967 0.051 -0.0355 -0.0090 0.0128
H 7.013 5.262 1.496 -0.0071 -0.0102 0.0181
```
Positions in Å, forces in eV/Å.

The spin multiplicity is 1. The value obtained for the maximum force is 1.75 eV/Å. Its orbital gap is 0.2056 hartree. The total charge is -1. As for the highest occupied orbital energy: -3.54 eV. The calculation puts the total energy at -3249.83444 Ha.

Löwdin atomic charge list, values in e, 6 entries: atom 1 (C): -0.07, atom 2 (C): -0.27, atom 3 (O): -0.22, atom 4 (P): 0.47, atom 5 (O): -0.28, atom 6 (C): -0.27

# C4H10N2

A single C4H10N2 molecule (wB97M-V/def2-TZVPD, the OMol25 dataset).

```
16
Properties=species:S:1:pos:R:3:forces:R:3
C -1.409 0.159 -0.194 1.8767 0.0441 3.6960
C -2.882 0.083 -0.017 1.3784 -1.3545 3.5753
C 2.814 0.095 -0.036 2.0684 1.5079 -3.0969
C 1.338 -0.125 -0.260 0.0990 -1.0868 -0.3005
N -0.569 -0.059 0.931 -3.3474 0.7827 -5.3541
N 0.683 -0.156 0.980 0.5527 0.2626 2.1770
H -1.027 -0.095 -1.128 0.9317 0.0660 -1.3101
H -3.016 -0.882 0.578 -0.8137 1.1502 -0.6869
H -3.224 -0.028 -0.959 -1.6594 -0.6722 -2.9889
H -3.432 0.908 0.434 0.3358 0.1072 0.2541
H 2.910 1.221 -0.010 0.2733 -1.1497 0.4613
H 3.498 -0.350 0.667 -0.8896 -0.4260 1.0532
H 3.403 -0.160 -0.991 -1.0873 0.3869 0.8474
H 1.071 0.684 -0.965 -0.6555 -0.0582 0.3004
H 0.999 -1.078 -0.744 0.7035 0.3310 -0.2747
H -1.156 -0.216 1.714 0.2333 0.1088 1.6475
```
Positions in Å, forces in eV/Å.

The spin multiplicity is 1. The energy above the lowest of the compared OMol25 structures with the same formula, charge and spin comes out at 369.2 kJ/mol. The value obtained for the maximum force is 6.36 eV/Å. Its orbital gap is 0.3010 hartree. As for the highest occupied orbital energy: -7.23 eV. The calculation puts the total energy at -267.78471 Ha.

Löwdin atomic charge list, values in e, 6 entries: atom 1 (C): -0.15, atom 2 (C): -0.12, atom 3 (C): -0.12, atom 4 (C): -0.36, atom 5 (N): -0.06, atom 6 (N): -0.04